A molecular structure, C36H103F4N11O19PbS4. Source: the Open Molecules 2025 dataset; level of theory: ωB97M-V/def2-TZVPD.

Geometry as XYZ:
```
178
Properties=species:S:1:pos:R:3:forces:R:3
Pb -1.2752 -0.4776 -2.6416 0.2 -1.0 -0.3
S -0.3186 0.2857 0.9656 -4.1 -0.7 5.0
S -4.2413 1.5472 -3.7749 -0.5 2.3 -5.5
S 1.5205 0.8902 -0.3730 3.9 1.3 -4.4
S -4.7585 0.2648 -1.7917 0.1 -1.2 2.5
F 1.9599 0.7359 -1.9346 -0.9 -0.5 0.8
F -1.8784 -0.0425 0.8932 -0.2 0.3 -0.7
F -2.9383 2.2225 -4.4574 -0.2 -0.4 0.0
F -3.9446 -0.8415 -0.9976 0.5 0.1 0.1
O 5.2787 -0.6221 0.4427 -0.2 -0.3 -0.3
O 2.7891 -2.5640 4.4842 0.1 -0.5 0.3
O -5.7948 -0.5333 -2.3776 0.8 1.0 -0.4
O -2.8262 -2.4143 -3.4066 -0.8 -0.5 0.8
O 2.5254 0.0669 0.2612 -2.0 -0.2 0.2
O 0.1268 -0.8592 1.7260 0.5 0.9 -1.0
O 0.8257 -1.8483 -3.1562 0.4 -0.3 0.0
O 2.7760 -6.0961 -0.7644 0.3 0.1 1.1
O -4.8596 0.7665 -4.8442 1.2 0.8 1.5
O 4.4940 3.3251 -3.4843 0.0 0.1 -0.5
O -0.3030 1.5899 1.6152 0.6 -1.7 -1.0
O -5.0798 1.2844 -0.8412 0.3 -0.7 -0.7
O -1.8257 4.9210 -0.8826 0.2 -0.2 0.2
O 4.8506 2.1423 4.5438 -0.4 -0.7 -0.2
O -4.3242 1.1325 2.8747 0.0 -0.1 0.4
O -4.9701 2.7053 -3.3491 0.2 -1.1 0.5
O -6.8603 -2.0971 1.7070 -0.8 -0.8 0.6
O 1.7353 2.3020 -0.2297 -1.4 -0.7 0.6
O -0.1541 1.6384 -3.5642 -0.1 -1.2 -0.1
N 6.7492 3.2354 -1.6358 0.1 0.3 -1.1
N -1.4125 -2.6016 -1.0969 -0.4 -0.4 -0.1
N -4.7822 5.6538 -2.9946 -0.2 -0.1 0.6
N -3.3151 -2.8421 1.1292 0.5 0.9 -0.2
N -0.0718 0.2877 -0.5886 4.2 1.5 1.5
N -2.8578 0.2406 6.1880 -0.4 0.0 0.2
N 5.9357 -2.4532 2.6164 0.5 0.2 -0.6
N -3.4225 0.7171 -2.7438 -3.3 -0.5 1.8
N 1.7844 3.6670 3.1879 -0.2 0.1 0.0
N 3.1832 -2.5350 -1.6203 -0.2 -0.1 0.6
N -1.2274 -0.3865 -5.3357 0.6 0.5 0.4
C 5.3739 2.8992 -1.2682 -1.2 0.9 -0.5
C 3.9428 -1.9182 3.9575 -1.3 -0.8 0.1
C -2.8811 -3.6933 -2.7518 1.2 0.2 0.1
C 4.8475 -3.0416 3.3930 0.6 -0.1 0.6
C -5.4738 -1.9190 1.7539 0.5 0.2 -1.5
C 5.4817 -3.9801 4.4220 -0.9 0.5 0.9
C -4.7493 -3.1361 1.1981 0.6 -1.2 1.1
C 0.0117 0.3754 -5.6632 -0.1 -0.2 -0.4
C -1.4443 4.0987 0.1971 -0.1 0.0 0.4
C -3.6313 2.2749 2.4190 1.1 -0.2 0.9
C 4.3365 3.7018 -2.1251 0.1 -1.2 0.4
C 5.8536 1.2870 4.0469 0.7 0.2 -0.7
C -4.9144 -4.4122 2.0540 -0.7 0.5 -0.3
C 3.8862 2.4844 3.5494 -0.7 0.6 1.1
C -0.0258 1.7497 -4.9692 0.1 0.4 -0.5
C 2.8485 -7.3039 -1.4799 -0.4 0.4 -0.4
C -2.9522 7.1397 -2.2615 -0.3 -0.2 -0.4
C -0.1700 2.8419 -2.8626 -1.2 2.1 0.4
C -7.5669 -1.0420 2.3260 1.0 1.5 -0.3
C -1.6099 -5.0061 -0.9338 0.6 -0.6 0.6
C -2.4949 -0.9554 4.0797 0.3 -0.7 -1.3
C 2.2834 -3.4486 0.4943 -0.5 0.6 0.1
C 0.0376 0.4546 -7.2120 0.6 1.8 1.2
C 5.1270 3.1625 0.2189 0.4 0.7 -0.9
C 1.7274 -1.7324 4.9141 -0.2 -0.7 -0.5
C -4.1706 0.8846 4.2654 -1.4 0.3 0.0
C -3.4106 5.6989 -2.4862 0.5 -0.3 0.4
C -3.1917 4.8271 -1.2150 -0.2 0.8 -1.2
C 3.7467 4.1140 -4.4048 0.6 -0.6 0.3
C 2.6608 -4.9089 -1.5028 0.2 -0.6 -0.9
C 3.1502 -3.7012 -0.7107 0.0 -0.9 -0.6
C -2.8416 0.3683 4.7293 1.1 -0.8 0.2
C -1.6006 -3.8386 -1.9071 -0.5 0.7 -0.2
C 2.5837 2.9862 4.2076 0.6 0.5 -0.3
C 1.7486 1.8898 4.8348 0.2 0.0 -0.3
C -3.7270 -2.3743 -4.5000 0.2 0.6 -0.7
H 5.2179 1.8485 -1.5180 0.1 -0.1 0.2
H -0.5774 -2.8067 -0.5603 0.2 0.5 0.2
H -1.5298 -1.3995 4.3356 0.2 0.5 0.3
H -1.2542 -1.1739 -5.9724 -0.2 -0.2 0.2
H -2.7784 -3.1447 1.9344 -0.4 -0.3 0.1
H 6.4371 1.7968 3.2709 -0.1 0.0 -0.2
H 0.9296 -0.0947 -5.3024 -0.3 -0.6 0.2
H -1.9553 7.2405 -1.8379 -0.1 -0.3 0.2
H -2.4007 -4.8501 -0.2023 -0.1 0.0 0.0
H 3.8642 3.6880 -5.4014 0.4 0.0 0.0
H -7.2493 -0.1164 1.8268 0.2 0.2 0.3
H 5.4696 0.3684 3.5965 -0.2 0.0 0.0
H 4.2366 3.3518 2.9866 0.4 -0.3 -0.4
H -2.7835 5.2797 -3.2780 0.1 -0.2 0.0
H -2.4671 -0.8174 2.9972 0.0 0.0 0.0
H -4.9699 0.1736 4.4991 0.2 -0.3 0.0
H -4.7413 -5.3245 1.4836 0.1 0.0 0.0
H 6.1861 -3.4024 5.0256 0.4 -0.2 -0.2
H 1.0745 -2.3080 -3.9647 -0.1 0.0 -0.1
H 4.7672 -4.3480 5.1630 -0.2 -0.2 -0.3
H -4.2561 -4.4155 2.9238 0.0 0.1 0.0
H 0.9023 2.3005 -5.1495 0.0 -0.1 -0.4
H -3.7508 2.3216 1.3407 -0.2 0.3 0.1
H 6.4413 -3.1878 2.1278 -0.3 -0.1 -0.2
H 3.6873 -1.8733 -1.0335 -0.1 0.7 -0.5
H 1.3749 -1.1223 4.0785 -0.1 0.2 0.1
H -0.6756 -4.9932 -0.3616 0.0 0.3 0.1
H 4.1778 -3.8947 -0.3855 0.0 -0.3 0.1
H 6.6698 -2.1351 3.2445 -0.3 0.5 0.1
H -3.1915 -1.7856 4.2389 -0.5 0.4 0.3
H -5.0933 -3.3659 0.1868 -0.2 0.2 0.0
H -1.6218 -6.0570 -1.2333 -0.4 0.2 -0.8
H -5.0261 4.6944 -3.2211 0.3 0.1 -0.3
H -4.4414 1.7504 4.8810 0.2 0.3 -0.2
H 5.3005 -1.3440 1.0942 0.4 0.1 0.3
H 2.8361 -8.1293 -0.7723 -0.1 0.1 0.1
H 6.0067 2.7624 0.7202 -0.4 -0.2 0.5
H -0.3750 4.1919 0.3825 0.1 -0.1 -0.4
H 3.7579 -7.3891 -2.0827 0.1 0.2 0.0
H -1.9814 0.2281 -5.6401 -0.3 -0.1 0.1
H 1.5910 -2.0128 -2.5411 0.1 0.1 0.1
H -8.6486 -0.9904 2.2158 0.0 -1.2 -0.2
H 0.7519 3.4234 -2.9163 0.2 -0.4 0.0
H -7.2949 -0.9681 3.3819 -0.1 0.0 0.1
H -2.1761 -2.5804 -0.3927 0.3 -0.1 -0.2
H 2.3375 1.1903 5.4273 0.1 0.1 0.0
H 6.7714 3.1292 -2.6518 0.2 -0.7 0.1
H 2.6047 -2.5506 1.0241 0.2 -0.2 0.3
H 1.9791 -7.3674 -2.1426 0.0 -0.3 -0.1
H 1.6302 -4.7737 -1.8634 -0.2 0.2 0.3
H -3.8682 3.1788 2.9933 -0.8 0.1 -0.4
H 5.1182 4.2506 0.3508 0.2 0.1 0.1
H -0.2201 -0.4739 -7.7112 0.0 -0.1 0.1
H -5.9494 -4.4207 2.4005 0.0 -0.2 0.1
H 3.8159 -2.7436 -2.3869 0.1 0.0 0.0
H 4.3615 -0.3322 0.4343 0.0 0.3 0.1
H 0.9449 2.2982 5.4460 0.0 0.0 -0.1
H 4.3130 -1.3092 4.7886 0.9 0.0 -0.3
H 3.2262 -5.0424 -2.4370 0.4 0.3 0.0
H -1.9239 0.1391 6.5657 0.1 0.2 -0.2
H -2.9004 7.6093 -3.2449 -0.4 0.3 0.1
H -0.5025 2.7672 -1.8259 0.7 -0.9 0.1
H -3.2992 -0.6520 6.3879 -0.2 0.1 0.2
H -1.9035 4.3815 1.1517 -0.3 0.1 -0.1
H 3.5851 -1.2554 3.1606 0.4 0.1 -0.2
H 0.9516 -2.4484 5.1868 -0.2 0.2 0.0
H -2.8424 -4.4268 -3.5610 -0.3 -0.4 0.2
H -2.5683 2.1843 2.6770 0.2 -0.2 -0.6
H -3.3158 -3.0802 -5.2285 -0.4 0.2 -0.4
H -5.4210 5.8305 -2.2206 0.0 0.4 0.0
H 4.1521 2.8501 0.5856 0.2 -0.6 0.0
H -3.8286 5.2149 -0.4124 0.0 -0.1 0.2
H -0.8610 2.3413 -5.3537 0.0 0.1 -0.1
H 2.2835 4.4787 2.8453 0.0 0.0 -0.1
H -3.7615 -1.3397 -4.8419 0.4 -0.1 -0.3
H -5.0066 -1.6110 2.6943 -0.6 -0.2 0.4
H 3.3246 3.3980 -1.8401 -0.1 0.3 0.3
H 6.9066 4.2440 -1.6346 -0.2 0.1 0.9
H 2.2003 -4.3056 1.1606 0.4 0.0 0.0
H 2.8872 3.7769 4.8987 -0.1 -0.2 0.4
H 1.9034 -1.1131 5.7974 0.5 0.1 -0.1
H 1.2591 -3.2102 0.2102 -0.1 0.0 -0.3
H 1.3173 1.3452 3.9895 -0.2 -0.2 0.2
H 4.4843 4.7716 -1.9415 0.0 0.2 -0.2
H -0.7685 -3.8072 -2.6142 0.1 -0.5 0.0
H -4.7895 -2.5656 -4.3264 0.2 -0.5 0.7
H 1.0051 0.8355 -7.5444 0.0 -0.2 -0.2
H 3.5563 1.6705 2.8946 0.7 -0.3 -0.2
H 4.1740 5.1162 -4.3662 -0.5 0.3 -0.2
H -3.7800 -3.7948 -2.1409 -0.1 0.1 -0.1
H -3.1669 -1.8343 1.1435 -0.2 0.0 -0.2
H -0.9837 3.5163 -3.1694 0.2 -0.1 -0.8
H -3.6838 7.6253 -1.6133 0.1 0.3 -0.1
H -3.5103 3.8156 -1.4911 0.2 -0.2 0.4
H 5.9324 -4.8172 3.8928 0.3 0.0 0.2
H -2.0640 1.0842 4.4486 0.0 0.1 0.1
H -5.2041 -1.1393 1.0304 -0.1 0.4 0.3
H 2.6674 4.0655 -4.2355 0.0 0.4 0.5
H 6.5991 1.0145 4.7946 -0.4 0.2 0.5
H 4.2975 -3.6984 2.7155 -0.5 0.5 0.0
H -1.7151 3.0559 0.0100 0.1 -0.1 0.0
H 1.6084 3.0632 2.3899 -0.1 0.0 0.0
H -0.6853 1.2477 -7.4218 -0.2 -0.3 -0.6
```
Positions in Å, forces in eV/Å.

## Properties
M = 1405.7 g mol⁻¹
total energy = -5650.18001 a.u.
multiplicity = 1
max |F| = 6.5 eV/A